Entry 1:
{"formula": "C15H24ClN2O2", "method": "ωB97M-V/def2-TZVPD", "orbital_gap_ha": 0.337, "total_charge": 1, "max_force_ev_per_a": 1.08, "smiles": "CCN1CC[NH+](C[C@@H](O)COc2ccc(Cl)cc2)CC1", "homo_energy_ev": -11.5, "elements": ["C", "H", "H", "C", "N", "C", "C", "N", "H", "C", "H", "H", "C", "C", "O", "C", "C", "C", "C", "C", "C", "H", "H", "Cl", "H", "H", "H", "H", "O", "H", "H", "C", "C", "H", "H", "H", "H", "H", "H", "H", "H", "H", "H", "H"], "xyz": [[-0.366965, -3.966806, -0.348654], [0.560058, -3.577498, 0.065751], [-0.334629, -5.050238, -0.289493], [-1.577990, -3.457161, 0.433830], [-1.754600, -2.015399, 0.458258], [-0.714994, -1.276456, 1.140160], [-1.220922, 0.136434, 1.410649], [-1.545462, 0.792527, 0.122304], [-0.679833, 0.770500, -0.467751], [-1.870293, 2.229729, 0.263546], [-2.448908, 2.377490, 1.177992], [-2.471994, 2.543913, -0.590753], [-0.603364, 3.103332, 0.317532], [0.254549, 2.941704, -0.962821], [0.626338, 1.598277, -1.211678], [1.841780, 1.085510, -0.772253], [2.085988, -0.228157, -1.168158], [3.242613, -0.871816, -0.780746], [4.167791, -0.202659, 0.010977], [3.931671, 1.106926, 0.397352], [2.768745, 1.752326, 0.010279], [2.618015, 2.770977, 0.328206], [4.655498, 1.627387, 1.002962], [5.610986, -1.001475, 0.507267], [3.432104, -1.885494, -1.094151], [1.371404, -0.726299, -1.805689], [1.132126, 3.590581, -0.912998], [-0.342679, 3.247239, -1.827355], [0.106133, 2.767432, 1.486190], [0.706880, 3.476246, 1.738931], [-0.937872, 4.149911, 0.352392], [-2.583589, 0.006991, -0.577033], [-2.055052, -1.406912, -0.816754], [-2.825004, -1.995937, -1.316916], [-1.176919, -1.348148, -1.485391], [-2.823780, 0.484984, -1.527913], [-3.477195, -0.031217, 0.048523], [-0.466134, 0.728384, 1.927311], [-2.131353, 0.094049, 2.011247], [-0.502323, -1.765092, 2.091580], [0.226873, -1.218997, 0.564881], [-2.491543, -3.883356, 0.013305], [-1.505000, -3.784769, 1.473114], [-0.431153, -3.688959, -1.398024]], "forces_ev_per_a": [[-0.2, 0.1, 0.2], [0.1, 0.0, 0.0], [0.1, -0.1, 0.0], [0.2, -0.2, -0.1], [-0.1, 0.2, 0.0], [-0.2, 0.1, 0.0], [0.5, -0.5, 0.8], [0.4, 0.0, -0.3], [-0.3, 0.0, 0.2], [0.2, 0.9, 0.2], [0.0, -0.1, -0.1], [0.0, -0.1, 0.0], [0.0, -0.1, -0.6], [-0.2, 0.5, 0.3], [0.2, -0.2, 0.0], [0.2, -0.4, 0.0], [-0.1, 0.3, 0.0], [0.1, 0.1, 0.1], [-0.2, 0.1, 0.0], [0.1, -0.2, -0.1], [-0.3, 0.2, -0.1], [0.0, 0.1, 0.0], [0.1, 0.0, 0.1], [0.1, -0.1, 0.0], [0.0, -0.1, 0.0], [-0.1, -0.1, -0.1], [-0.1, 0.0, 0.0], [0.1, 0.0, 0.1], [0.1, 0.0, 0.2], [0.0, 0.0, 0.0], [0.0, -0.1, -0.1], [-0.4, -0.6, -0.5], [-0.1, 0.1, 0.2], [0.0, 0.1, -0.1], [-0.1, 0.0, 0.0], [0.1, 0.1, 0.1], [0.1, 0.1, 0.0], [-0.1, 0.0, -0.1], [0.0, 0.1, -0.1], [0.1, 0.1, 0.0], [0.0, 0.0, 0.1], [0.0, 0.0, 0.1], [-0.1, 0.0, 0.0], [0.1, 0.0, -0.1]], "lowdin_charge": [-0.0714, 0.0665, 0.0794, -0.2299, -0.1829, -0.1473, -0.0749, -0.0930, 0.1413, -0.0455, 0.1520, 0.1441, -0.3041, -0.1044, -0.0866, -0.2467, -0.0205, -0.0857, -0.6709, -0.0805, -0.0108, 0.1058, 0.1144, 0.7070, 0.1136, 0.1172, 0.1348, 0.1452, -0.0136, 0.1190, 0.1640, -0.0802, -0.1570, 0.1405, 0.1253, 0.1412, 0.1489, 0.1284, 0.1491, 0.1429, 0.1161, 0.1200, 0.1204, 0.0689]}

Entry 2:
{"formula": "C21H26F9IN4O6PbS3SbSiTe", "method": "ωB97M-V/def2-TZVPD", "orbital_gap_ha": [0.308, 0.196], "total_charge": 0, "max_force_ev_per_a": 0.41, "homo_energy_ev": [-8.6, -8.6], "multiplicity": 2, "elements": ["Pb", "C", "C", "C", "C", "C", "C", "N", "N", "Si", "C", "C", "C", "H", "H", "H", "H", "H", "H", "H", "H", "H", "H", "H", "H", "H", "H", "H", "F", "Sb", "F", "F", "F", "F", "F", "F", "C", "F", "F", "S", "O", "O", "O", "C", "Te", "C", "C", "C", "C", "C", "C", "C", "H", "H", "H", "H", "H", "H", "H", "H", "I", "C", "C", "N", "N", "C", "H", "H", "H", "O", "S", "O", "O", "S"], "xyz": [[-0.089507, 0.852169, -1.747264], [0.853969, 3.524225, 1.622089], [-0.416861, 2.731880, 1.656930], [-1.498052, 3.173170, 2.466986], [-2.675773, 2.455926, 2.484250], [-2.774853, 1.319407, 1.705412], [-1.676606, 0.933357, 0.882092], [-0.497970, 1.660997, 0.911265], [-1.712678, -0.048159, 0.005419], [-2.866263, -1.423615, -0.083477], [-4.228205, -0.904065, -1.246943], [-1.934009, -2.897418, -0.733076], [-3.597482, -1.858027, 1.630024], [0.732755, 4.376050, 0.948565], [1.674996, 2.915400, 1.246156], [1.111333, 3.912252, 2.607082], [-1.379932, 4.075364, 3.051695], [-3.513378, 2.781273, 3.086488], [-3.699144, 0.761881, 1.659216], [-3.832329, -0.410901, -2.136367], [-4.940972, -0.223917, -0.777198], [-4.774446, -1.797096, -1.566502], [-2.054307, -2.992319, -1.811712], [-2.303871, -3.814805, -0.269564], [-0.865958, -2.848129, -0.507528], [-4.679541, -1.664630, 1.599815], [-3.196800, -1.220090, 2.416108], [-3.830362, -3.812860, 1.510189], [2.071944, -0.778460, -2.015986], [3.164779, 0.182612, -3.321616], [1.481277, 0.758243, -4.031008], [2.966837, 1.638641, -2.104614], [4.119383, 1.183798, -4.572871], [4.699794, -0.379519, -2.403437], [3.136141, -1.346956, -4.395868], [-4.934109, 2.602204, -2.871384], [-4.042180, 3.023108, -1.978455], [-4.157138, 2.266962, -0.877667], [-4.315233, 4.281036, -1.649208], [-2.339820, 2.913886, -2.665039], [-2.322784, 3.819544, -3.763148], [-1.479054, 3.191345, -1.522530], [-2.205000, 1.476640, -3.016795], [2.154313, -0.237854, 3.051289], [1.818102, -0.884315, 1.065150], [3.848724, -0.405934, 0.712505], [4.465726, -0.177447, 2.068638], [5.844833, -0.045297, 2.206752], [6.406101, 0.174801, 3.452836], [5.592704, 0.264668, 4.575655], [4.220587, 0.133777, 4.446691], [3.649036, -0.086385, 3.196562], [1.724992, -1.006939, 3.691660], [1.606845, 0.692814, 3.212143], [3.880730, 0.476766, 0.070761], [4.283046, -1.234961, 0.157999], [6.478238, -0.120675, 1.331130], [7.479805, 0.268296, 3.551593], [6.031530, 0.427422, 5.551454], [3.586041, 0.189209, 5.323346], [-0.051558, -4.571273, -5.606777], [-0.600899, -2.812176, -4.702579], [-1.557105, -1.913980, -5.127117], [-1.566395, -0.911847, -4.236562], [-0.670476, -1.106646, -3.257866], [-0.069257, -2.255745, -3.532447], [-2.207029, -1.916172, -5.985479], [-2.121242, -0.064719, -4.229464], [0.727485, -2.623212, -2.906192], [-3.346503, -3.197242, 2.069353], [-0.323537, -3.133488, 2.664637], [-0.584307, -1.722092, 2.405668], [0.069584, -3.433332, 4.013083], [2.051276, -3.156457, 1.345056]], "forces_ev_per_a": [[0.2, -0.1, 0.0], [0.0, 0.0, -0.1], [0.1, 0.0, 0.0], [0.1, 0.0, 0.0], [0.0, 0.0, 0.0], [0.0, 0.0, 0.0], [0.1, 0.1, 0.1], [-0.4, 0.1, -0.1], [-0.1, -0.2, -0.1], [0.2, 0.1, 0.1], [0.0, -0.1, 0.0], [0.0, 0.0, 0.0], [-0.2, 0.0, 0.0], [0.0, 0.0, 0.0], [0.0, 0.0, 0.0], [0.0, 0.0, 0.0], [0.0, 0.0, 0.0], [0.0, 0.0, 0.0], [0.0, 0.0, 0.0], [0.0, 0.0, 0.0], [0.0, 0.0, 0.0], [0.0, 0.0, 0.0], [0.0, 0.0, 0.0], [0.0, 0.0, 0.0], [0.0, 0.0, 0.0], [0.0, 0.0, 0.1], [0.1, 0.0, 0.0], [0.0, 0.0, 0.0], [0.0, 0.0, 0.0], [0.0, 0.0, 0.1], [0.0, 0.0, 0.0], [0.0, 0.0, 0.0], [0.0, 0.0, 0.1], [0.0, 0.0, 0.0], [-0.1, 0.0, 0.0], [0.0, 0.0, 0.0], [0.0, 0.0, 0.0], [0.0, 0.0, 0.0], [0.0, 0.0, 0.0], [0.0, -0.1, 0.0], [0.0, 0.0, 0.0], [0.0, 0.1, 0.0], [0.0, 0.0, 0.0], [0.0, 0.0, 0.0], [0.0, -0.3, -0.2], [0.0, 0.1, 0.0], [0.0, 0.0, 0.0], [0.0, 0.0, 0.0], [0.0, 0.0, 0.0], [0.0, 0.0, 0.0], [0.0, 0.0, 0.0], [0.0, 0.0, 0.0], [0.0, 0.0, 0.0], [0.0, 0.0, 0.0], [0.0, 0.0, 0.0], [0.0, 0.0, 0.0], [0.0, 0.0, 0.0], [0.0, 0.0, 0.0], [0.0, 0.0, 0.0], [0.0, 0.0, 0.0], [0.0, 0.0, 0.0], [0.0, 0.1, 0.0], [0.0, 0.0, 0.0], [-0.1, -0.1, -0.1], [-0.1, 0.2, 0.1], [0.1, 0.0, 0.0], [0.0, 0.0, 0.0], [0.1, 0.0, 0.0], [0.0, 0.0, 0.0], [0.0, 0.0, -0.1], [0.0, -0.3, -0.1], [-0.2, 0.3, 0.0], [0.0, 0.1, 0.1], [0.0, 0.1, 0.0]], "lowdin_charge": [1.5314, -0.0063, -0.3171, 0.0276, -0.0240, 0.0219, -0.4613, 0.0593, -0.0261, 0.5238, -0.1523, -0.1412, -0.3071, 0.0998, 0.0801, 0.0877, 0.1232, 0.1210, 0.1069, 0.0148, 0.0314, 0.0443, 0.0245, 0.0387, 0.0248, 0.0865, 0.0620, 0.0810, -0.4992, 1.3576, -0.4172, -0.3938, -0.3297, -0.3344, -0.3320, 0.1492, -0.6677, 0.1178, 0.1528, 0.4830, -0.2328, -0.3846, -0.4615, -0.3416, 1.2847, -0.3655, -0.2684, -0.0301, -0.0768, -0.0794, -0.0373, -0.2698, 0.0591, 0.0656, 0.0559, 0.0674, 0.1210, 0.1045, 0.1036, 0.1171, 0.8925, -0.7669, -0.1201, 0.0090, -0.0867, -0.2135, 0.1254, 0.1209, 0.1151, -0.1473, 0.6517, -0.6042, -0.4380, -0.0105]}

Entry 3:
{"formula": "C2H4Cl3OP", "method": "ωB97M-V/def2-TZVPD", "orbital_gap_ha": 0.423, "total_charge": 0, "max_force_ev_per_a": 2.81, "smiles": "C[C@H](Cl)P(=O)(Cl)Cl", "homo_energy_ev": -11.1, "elements": ["C", "C", "O", "P", "Cl", "Cl", "Cl", "H", "H", "H", "H"], "xyz": [[-1.445902, -0.140389, -0.143118], [-0.127918, 0.512483, 0.511108], [1.457973, -0.210947, -1.736373], [1.282830, -0.270033, -0.303069], [-0.171023, 2.294211, 0.019106], [1.198762, -2.211919, 0.270748], [2.802086, 0.662821, 0.601127], [-1.568522, -0.051304, -1.212263], [-2.251414, 0.301110, 0.449622], [-1.307052, -1.224606, -0.120263], [0.130175, 0.338572, 1.663375]], "forces_ev_per_a": [[1.5, -0.1, 1.7], [-0.7, -0.3, -0.3], [-0.4, 0.1, -1.0], [0.6, 0.3, 0.0], [0.3, -1.2, 0.8], [0.1, 0.3, 0.5], [0.4, -0.3, 0.5], [0.3, 1.2, -0.2], [-0.3, -0.7, -0.4], [-0.6, 0.0, 1.0], [-1.3, 0.7, -2.4]], "lowdin_charge": [-0.1656, -0.8374, -0.3852, -0.1884, 0.5339, 0.3728, 0.3700, 0.0712, 0.0729, 0.0345, 0.1214]}

Entry 4:
{"formula": "C11H14ClN2", "method": "ωB97M-V/def2-TZVPD", "orbital_gap_ha": [0.272, 0.253], "total_charge": 1, "max_force_ev_per_a": 4.94, "homo_energy_ev": [-12.4, -11.9], "elements": ["C", "C", "C", "C", "C", "C", "C", "C", "C", "C", "C", "N", "N", "Cl", "H", "H", "H", "H", "H", "H", "H", "H", "H", "H", "H", "H", "H", "H"], "xyz": [[5.113769, 0.345686, 0.000574], [4.303347, 0.555737, -1.130457], [4.695285, -0.262055, 1.178901], [2.986611, 0.100086, -0.970481], [3.324626, -0.665052, 1.317175], [2.546882, -0.614025, 0.142839], [-0.096848, 0.741780, 0.012852], [-3.720194, 0.516467, -0.245609], [-3.312555, -0.764865, 0.437076], [-2.475498, 1.475859, 0.045097], [-1.810152, -0.913492, 0.160738], [-1.314498, 0.535666, 0.069473], [1.323392, -1.108651, 0.017933], [0.669716, 2.207501, -0.176448], [6.104392, 0.579852, -0.037164], [4.734952, 1.078054, -2.028879], [5.293407, -0.119793, 2.043900], [2.150841, 0.232746, -1.600459], [3.019450, -1.223637, 2.228731], [-3.748881, 0.460208, -1.257581], [-4.665304, 0.926476, 0.091792], [-3.307617, -0.676351, 1.574083], [-3.791855, -1.598165, 0.137595], [-2.370994, 2.222568, -0.807728], [-2.787582, 2.032696, 0.947504], [-1.143426, -1.387877, 0.893412], [-1.715615, -1.405970, -0.856752], [0.840368, -1.774742, 0.671352]], "forces_ev_per_a": [[-1.8, -0.9, -0.6], [-0.6, -0.2, 0.4], [-3.3, 0.7, 0.0], [1.6, 0.7, -0.8], [2.8, -0.9, 0.2], [0.1, 0.1, 2.1], [3.0, -0.8, 0.2], [1.7, 1.2, 2.6], [2.9, 2.3, 3.2], [-2.2, 0.7, -1.6], [0.1, 0.1, -1.7], [-3.1, -0.8, 0.5], [-2.9, -0.1, -0.8], [-0.1, 0.1, 0.1], [2.6, 1.0, -0.2], [-0.9, -0.7, 1.0], [0.7, -0.6, 0.6], [-0.2, 0.3, -1.5], [0.0, 0.7, -0.7], [-0.4, -0.8, -3.2], [0.1, 0.1, 0.2], [-0.9, 0.0, -1.3], [-1.8, -2.8, -0.9], [0.2, -1.0, 1.2], [1.4, -0.4, 0.1], [-0.8, -0.1, -0.2], [0.5, 0.7, 1.1], [1.4, 1.3, -0.1]], "lowdin_charge": [-0.0521, -0.0109, -0.0328, -0.0536, 0.0346, -0.4376, -0.5064, -0.1284, -0.1527, -0.0846, -0.0867, -0.1171, 0.1745, 0.8417, 0.0821, 0.1371, 0.1019, 0.0839, 0.1283, 0.0776, 0.1258, 0.1516, 0.0796, 0.1437, 0.1377, 0.1084, 0.1569, 0.0977]}

Question: Which formula does entry 1 have?
Answer: C15H24ClN2O2